# 1
Entry from OMol25: a structure of composition C5H3CuOS7 (ωB97M-V with the def2-TZVPD basis set).

## Properties
total charge = -2
relative energy (zero: lowest compared OMol25 entry of this formula, charge and spin) = 2.4 kJ/mol
HOMO level = -0.034 Ha

Structure (XYZ):
```
17
Properties=species:S:1:pos:R:3:forces:R:3:mulliken_charge:R:1
Cu -0.13936 0.68695 -0.87534 0.1 0.0 -0.1 -0.27
S 5.57099 0.06511 3.39090 0.0 0.0 0.0 -0.42
C 4.23127 0.23952 2.39164 0.0 -0.1 0.0 0.11
S 2.61464 0.03737 2.90467 0.0 0.0 0.0 -0.17
C 1.78890 0.32190 1.38669 0.0 0.0 0.1 0.24
C 2.60587 0.59113 0.33406 0.1 0.0 0.0 0.20
S 2.12811 0.91825 -1.30552 0.0 0.0 0.0 -0.47
S 4.31468 0.59373 0.72225 0.0 0.0 0.0 -0.17
S 0.04903 0.24137 1.36476 0.0 0.0 0.1 -0.47
C -2.66201 -1.42616 -0.77994 0.0 0.0 0.0 -0.47
O -3.59867 -0.37536 -1.00840 0.0 0.0 0.1 -0.25
C -3.28880 0.67188 -1.79455 0.0 -0.1 -0.2 0.28
S -4.55713 1.72842 -2.07429 0.0 0.0 0.0 -0.46
S -1.72933 0.80491 -2.51055 -0.1 0.0 0.2 -0.33
H -3.22551 -2.18610 -0.23902 0.0 0.0 0.0 0.23
H -1.81525 -1.09035 -0.18328 0.0 0.0 0.0 0.07
H -2.28742 -1.82261 -1.72408 0.0 0.0 0.0 0.33
```
Forces are in eV/Å.



# 2
Entry from OMol25: a structure of composition C5H3EuO3 (ωB97M-V with the def2-TZVPD basis set).

## Properties
total charge = +2
multiplicity = 7
HOMO level (spin up / spin down) = -0.572 / -0.573 Ha

Structure (XYZ):
```
12
Properties=species:S:1:pos:R:3:forces:R:3:mulliken_charge:R:1
C -1.18624 -0.27458 -0.34313 1.5 -1.4 0.4 -0.32
C -2.08176 0.55823 -0.74372 -2.2 2.9 -1.0 0.81
O -2.82063 1.38812 -1.12554 1.7 -2.1 0.8 -0.32
C -0.77422 -1.65154 0.04886 -0.2 -0.1 -0.6 -0.51
C -0.07983 -0.48530 0.67581 -1.8 0.3 1.0 0.00
O 1.18068 -0.10672 0.37381 4.0 0.2 -3.2 -0.62
C 2.10052 2.88827 0.64737 0.7 -0.3 -0.7 0.32
O 2.78345 2.33454 -0.10191 -0.6 0.4 0.6 -0.24
Eu 2.94726 0.06082 -1.08583 -3.4 -0.1 2.8 2.08
H -1.47417 -2.23731 0.65000 0.3 0.2 0.0 0.27
H -0.22789 -2.22919 -0.70245 -0.2 0.1 0.2 0.17
H -0.36717 -0.24536 1.70674 0.2 -0.1 -0.3 0.37
```
Forces are in eV/Å.



# 3
Entry from OMol25: the molecule C5H3N (ωB97M-V with the def2-TZVPD basis set).

## Properties
relative energy (zero: lowest compared OMol25 entry of this formula, charge and spin) = 230.9 kJ/mol
HOMO level = -0.360 Ha

Structure (XYZ):
```
9
Properties=species:S:1:pos:R:3:forces:R:3:mulliken_charge:R:1
C -1.71793 0.33038 -0.07580 0.5 -0.9 0.4 0.14
C 0.69023 -0.45495 -0.78353 -0.3 -0.1 0.4 -0.05
C -0.27758 0.41426 -0.01346 1.0 0.7 0.0 0.00
C 0.65618 -0.43588 0.81708 -0.4 -0.1 -0.3 -0.04
C 0.95213 -1.59640 0.04849 -0.5 0.5 -0.4 -0.56
N -2.85955 0.35087 -0.03618 -0.6 0.0 -0.2 -0.34
H 1.31236 -0.05146 -1.56744 0.2 -0.1 -0.1 0.27
H -0.03916 1.48939 0.00888 0.1 -0.3 -0.1 0.34
H 1.28333 -0.04622 1.60197 0.1 0.1 0.2 0.26
```
Forces are in eV/Å.



# 4
Entry from OMol25: the molecule C5H3N (ωB97M-V with the def2-TZVPD basis set).

## Properties
relative energy (zero: lowest compared OMol25 entry of this formula, charge and spin) = 288.9 kJ/mol
HOMO level = -0.387 Ha

Structure (XYZ):
```
9
Properties=species:S:1:pos:R:3:forces:R:3:mulliken_charge:R:1
C 0.53294 0.19047 0.81783 1.2 0.1 2.9 -0.06
C 0.95496 -0.51101 1.90346 -0.6 -0.2 -2.1 0.00
C 1.69857 -1.31721 2.56515 -0.2 0.2 0.1 -0.39
C -0.39521 -0.16132 -0.28445 0.4 1.9 -1.2 -0.09
C -1.73764 0.32426 -0.08753 -3.1 1.0 -0.2 0.12
N -2.85608 0.62833 -0.19168 1.9 -0.4 0.5 -0.37
H 0.92643 1.21285 0.91061 -0.5 -0.1 -0.8 0.31
H -0.10908 0.46438 -1.20562 0.1 -1.4 1.0 0.21
H -0.58122 -1.18803 -0.48354 0.8 -1.1 -0.3 0.27
```
Forces are in eV/Å.



# 5
Entry from OMol25: the molecule C5H3N (ωB97M-V with the def2-TZVPD basis set).

## Properties
relative energy (zero: lowest compared OMol25 entry of this formula, charge and spin) = 390.3 kJ/mol
HOMO level (spin up / spin down) = -0.327 / -0.327 Ha
SMILES = C=C=C1C2=N[C@H]12

Structure (XYZ):
```
9
Properties=species:S:1:pos:R:3:forces:R:3:mulliken_charge:R:1
C -0.80122 -1.01743 1.75195 1.1 -1.6 -3.9 -0.90
C -0.46239 -0.46827 0.61263 0.8 1.6 -1.7 0.28
C -0.01429 0.21167 -0.42846 0.8 -0.2 0.7 0.63
C -0.36228 0.67878 -1.95916 -2.3 -0.6 0.3 -0.31
N 0.82414 0.56243 -2.42515 1.2 0.6 -0.5 -0.22
C 1.09862 0.84835 -1.09180 -2.2 -4.5 0.6 -0.27
H -0.81097 -2.09124 1.76790 -0.2 -0.3 0.6 0.24
H -1.03866 -0.36650 2.47679 -0.9 1.7 3.0 0.30
H 1.56705 1.64220 -0.70472 1.9 3.2 0.9 0.24
```
Forces are in eV/Å.



# 6
Entry from OMol25: the ion C5H3N2O3 with charge +1 (ωB97M-V with the def2-TZVPD basis set).

## Properties
total charge = +1
relative energy (zero: lowest compared OMol25 entry of this formula, charge and spin) = 432.1 kJ/mol
HOMO level = -0.573 Ha
SMILES = N#C/C=C\C(=O)[C@@H]1O[N+]1=O

Structure (XYZ):
```
13
Properties=species:S:1:pos:R:3:forces:R:3:mulliken_charge:R:1
N -0.55111 -2.26598 -1.29240 0.7 0.3 0.9 -0.34
C 0.23053 -2.01580 -0.47352 -1.2 -0.2 -1.3 0.09
C 1.19577 -1.54810 0.44258 -0.7 2.5 -0.4 -0.30
C 1.36437 -0.26636 0.82499 -0.6 -0.7 -0.1 -0.38
C 0.45483 0.87459 0.52497 0.0 0.6 0.2 0.79
O 0.37741 1.92390 1.09593 0.6 -0.7 0.2 -0.38
C -0.57329 0.90441 -0.69285 1.0 -0.3 0.3 -0.18
O -1.32756 2.23347 -0.68499 -0.4 -0.8 0.2 -0.18
N -1.91097 1.08111 -0.42457 -2.4 0.9 1.3 0.78
O -2.96219 0.79242 0.00362 1.6 0.2 -0.8 -0.31
H 1.91072 -2.16707 0.83513 1.4 -2.0 0.7 0.47
H 2.18599 -0.17734 1.53498 -0.4 1.0 -0.1 0.38
H -0.39450 0.63074 -1.69388 0.6 -0.7 -1.1 0.56
```
Forces are in eV/Å.



# 7
Entry from OMol25: the molecule C5H3N3 (ωB97M-V with the def2-TZVPD basis set).

## Properties
relative energy (zero: lowest compared OMol25 entry of this formula, charge and spin) = 249.2 kJ/mol
HOMO level = -0.372 Ha
SMILES = C1=NC=C2N=NC=C12

Structure (XYZ):
```
11
Properties=species:S:1:pos:R:3:forces:R:3:mulliken_charge:R:1
C -0.85505 0.56724 1.08935 0.4 0.0 -1.2 -0.31
N -0.19526 1.87878 0.79079 -0.5 -0.3 0.8 -0.50
C 0.65175 1.68210 -0.13966 0.2 -1.2 0.0 -0.31
C 0.56837 0.24333 -0.56836 1.9 -0.2 -1.7 0.61
N 1.21847 -0.57287 -1.34589 -1.2 0.5 0.8 -0.44
N 0.53735 -1.88299 -1.18344 -0.2 0.7 1.1 -0.36
C -0.34738 -1.76918 -0.22858 0.0 -0.7 -1.5 -0.44
C -0.43151 -0.37501 0.20942 -0.8 0.1 1.6 0.58
H -1.56864 0.49568 1.90618 0.3 0.2 -0.2 0.39
H 1.39781 2.39202 -0.48826 -0.5 0.1 0.0 0.38
H -0.97591 -2.65911 -0.04156 0.4 0.8 0.3 0.39
```
Forces are in eV/Å.



# 8
Entry from OMol25: the molecule C5H3NO (ωB97M-V with the def2-TZVPD basis set).

## Properties
relative energy (zero: lowest compared OMol25 entry of this formula, charge and spin) = 84.7 kJ/mol
HOMO level = -0.357 Ha
SMILES = N#Cc1ccoc1

Structure (XYZ):
```
10
Properties=species:S:1:pos:R:3:forces:R:3:mulliken_charge:R:1
N -0.25913 -1.33603 2.85034 0.3 0.5 -0.8 -0.43
C -0.05850 -0.82582 1.83124 0.2 -0.2 1.2 0.13
C 0.05757 -0.27461 0.52036 -0.4 -0.2 0.1 0.55
C 0.33534 1.04133 0.03696 -0.3 0.2 0.2 -0.52
C 0.02077 1.03862 -1.27898 0.2 -0.2 0.7 -0.24
O -0.36822 -0.19711 -1.70114 0.4 -1.8 1.8 -0.32
C -0.32904 -1.07244 -0.49886 1.0 1.6 -1.9 -0.29
H 0.71339 1.87129 0.60853 -0.2 0.1 0.0 0.41
H 0.03420 1.92759 -1.92412 -0.2 -1.0 -0.2 0.38
H -0.14637 -2.17283 -0.44432 -1.1 1.1 -1.1 0.34
```
Forces are in eV/Å.



# 9
Entry from OMol25: the molecule C5H3NO (ωB97M-V with the def2-TZVPD basis set).

## Properties
relative energy (zero: lowest compared OMol25 entry of this formula, charge and spin) = 441.2 kJ/mol
HOMO level (spin up / spin down) = -0.306 / -0.306 Ha
SMILES = N#CC1=C[C@H]2O[C@@H]12

Structure (XYZ):
```
10
Properties=species:S:1:pos:R:3:forces:R:3:mulliken_charge:R:1
N 3.22356 0.34393 0.19627 -0.7 -0.2 -0.3 -0.45
C 2.07973 0.20406 0.08192 0.0 0.1 0.3 0.18
C 0.65940 0.07522 0.06861 0.7 -0.5 -0.4 0.40
C -0.17426 -1.03388 0.31961 0.5 -0.3 0.0 -0.46
C -1.42226 -0.44430 -0.00377 -1.6 -2.2 1.4 -0.29
O -1.43423 0.86545 0.44602 -1.4 0.4 -1.3 -0.27
C -0.33264 1.01936 -0.34672 2.2 2.6 0.0 -0.42
H 0.05639 -2.02470 0.70122 -0.1 0.2 -0.4 0.47
H -2.34798 -0.84630 -0.40709 0.2 0.0 0.3 0.42
H -0.30770 1.84116 -1.05606 0.2 -0.1 0.3 0.42
```
Forces are in eV/Å.



# 10
Entry from OMol25: a structure of composition C5H3NO (ωB97M-V with the def2-TZVPD basis set).

## Properties
relative energy (zero: lowest compared OMol25 entry of this formula, charge and spin) = 592.0 kJ/mol
HOMO level (spin up / spin down) = -0.378 / -0.334 Ha

Structure (XYZ):
```
10
Properties=species:S:1:pos:R:3:forces:R:3:mulliken_charge:R:1
O -0.28840 0.22879 1.94213 0.0 0.2 0.5 -0.64
C -0.27842 -0.21043 0.72055 -0.1 -0.1 -1.1 1.53
C 1.10056 -0.10968 0.23107 0.5 -0.1 0.2 -0.78
C -0.61821 0.69868 -0.47769 -0.1 0.2 0.1 -0.65
C -0.50660 1.49471 -1.38682 -0.1 -0.1 0.0 -0.15
C -0.89029 -1.55784 0.49073 -0.4 -1.0 0.1 0.02
N -1.32830 -2.62437 0.39995 0.4 1.1 0.0 -0.39
H 1.66616 -0.92823 -0.21880 -0.1 0.1 0.1 0.29
H 1.60876 0.81090 0.49330 -0.2 -0.1 0.0 0.36
H -0.46526 2.19747 -2.19444 0.0 -0.2 0.2 0.41
```
Forces are in eV/Å.



# 11
Entry from OMol25: the molecule C5H3NO (ωB97M-V with the def2-TZVPD basis set).

## Properties
relative energy (zero: lowest compared OMol25 entry of this formula, charge and spin) = 228.6 kJ/mol
HOMO level = -0.349 Ha
SMILES = C#Cc1cnoc1

Structure (XYZ):
```
10
Properties=species:S:1:pos:R:3:forces:R:3:mulliken_charge:R:1
C 2.53999 0.43616 -0.11944 -0.5 -0.1 -0.1 0.11
C 1.35052 0.30983 0.01319 0.5 0.1 -0.1 -0.57
C -0.04838 0.06379 0.08201 -0.2 0.0 -0.1 0.23
C -0.69031 -1.21149 0.09234 -0.2 -0.1 0.0 -0.27
N -1.98778 -1.10532 0.05772 0.4 -0.2 0.1 -0.39
O -2.24944 0.24701 0.02573 0.0 0.2 0.0 -0.18
C -1.10073 0.92485 0.03941 0.1 0.0 0.0 -0.26
H 3.58348 0.51937 -0.31728 -0.1 0.1 0.2 0.43
H -0.22132 -2.18661 0.11929 -0.1 0.1 0.0 0.44
H -1.17601 2.00242 0.00704 0.0 -0.2 0.0 0.45
```
Forces are in eV/Å.



# 12
Entry from OMol25: the molecule C5H3NO2 (ωB97M-V with the def2-TZVPD basis set).

## Properties
relative energy (zero: lowest compared OMol25 entry of this formula, charge and spin) = 427.6 kJ/mol
HOMO level = -0.315 Ha
SMILES = c1noc2cocc12

Structure (XYZ):
```
11
Properties=species:S:1:pos:R:3:forces:R:3:mulliken_charge:R:1
C 1.40396 1.11392 0.05970 2.9 -0.9 0.4 -0.35
N 2.21071 0.02159 0.13372 -3.7 1.4 -0.7 -0.23
O 1.33579 -1.20335 -0.05358 -1.6 3.2 -0.4 -0.26
C 0.03816 -0.64388 -0.25887 -2.1 -2.4 3.4 0.52
C -1.32603 -1.06948 0.08545 2.8 -1.4 -1.0 -0.51
O -2.09705 0.05962 0.03416 -2.6 -8.3 1.0 -0.23
C -1.35601 1.01136 -0.04102 2.5 7.4 -0.3 -0.37
C -0.03910 0.76045 -0.14765 3.5 -0.3 -0.6 0.31
H 2.08030 2.10563 0.21239 -2.3 -2.3 -0.5 0.30
H -1.77018 -1.90821 0.64733 0.4 0.3 -1.2 0.35
H -2.02092 1.76696 0.17402 0.1 3.4 -0.1 0.49
```
Forces are in eV/Å.



Number 3 is which compound?
C5H3N



Which formula does entry 10 have?
C5H3NO